No. 1
{"formula": "C5H9N2O4", "method": "ωB97M-V/def2-TZVPD", "total_charge": -1, "homo_ev": -2.83, "gap_ev": 6.76, "relative_energy_kj_mol": 406.9, "elements": ["C", "C", "C", "C", "C", "N", "N", "O", "O", "O", "O", "H", "H", "H", "H", "H", "H", "H", "H", "H"], "coordinates": [[1.76316, 0.07377, -0.07897], [-1.44666, 0.51532, -0.04275], [-0.44086, 1.64933, 0.26740], [1.55919, 0.92741, 1.30639], [-0.23442, -1.68652, -0.25358], [-0.97566, -0.53707, -0.85700], [-2.00991, -1.07464, -1.62719], [3.07402, -0.50666, -0.05184], [0.88303, -1.34199, 0.24540], [0.34500, 1.58844, 1.37422], [-0.58739, -2.79654, -0.33662], [-1.82443, 0.16760, 0.92342], [-2.29004, 0.92154, -0.72630], [-0.02525, 1.84116, -0.66443], [-0.99120, 2.47604, 0.63982], [1.62378, 0.40437, 2.21258], [2.39153, 1.56053, 1.16880], [-1.95807, -2.04264, -1.57478], [-1.79871, -0.95663, -2.60209], [2.94287, -1.18282, 0.67752]], "atomic_forces_ev_per_a": [[-0.42, 0.47, 1.08], [-0.81, 1.53, 0.30], [-2.71, -0.24, -0.08], [0.28, -2.32, -3.34], [1.36, 5.70, -0.82], [1.67, -2.93, -0.26], [-1.57, 1.38, -1.13], [-1.57, -0.83, 1.57], [1.65, 1.08, 1.29], [1.02, -0.45, 1.28], [-2.12, -4.26, -0.48], [-0.55, -0.10, 0.12], [1.18, -0.13, 1.68], [1.61, 0.72, -1.47], [-1.63, 1.14, -0.79], [0.54, -1.23, 1.45], [1.01, 1.34, 0.20], [-0.14, -2.34, 0.89], [0.33, 0.71, -0.58], [0.86, 0.75, -0.91]]}

=====

No. 2
{"formula": "C19H27GdNOP2", "method": "ωB97M-V/def2-TZVPD", "total_charge": 1, "homo_ev": [-9.80, -8.85], "spin_multiplicity": 8, "gap_ev": [6.17, 4.40], "elements": ["C", "C", "C", "C", "C", "C", "C", "C", "C", "C", "C", "C", "C", "H", "H", "H", "H", "H", "H", "H", "N", "Gd", "C", "H", "H", "C", "H", "H", "P", "P", "C", "H", "H", "H", "C", "H", "H", "H", "C", "H", "H", "H", "C", "H", "H", "H", "H", "H", "O", "H", "H"], "coordinates": [[-1.73166, 2.95693, -2.32025], [-1.48554, 1.64562, -1.91123], [-0.13356, 1.14076, -2.06695], [0.87931, 2.11115, -1.82283], [0.61505, 3.46703, -2.06573], [-0.66183, 3.85858, -2.45711], [2.06287, 1.62310, -1.10825], [2.45789, 0.29481, -1.58141], [1.39250, -0.61139, -1.82272], [1.65862, -1.97432, -1.42092], [2.96667, -2.45099, -1.53526], [4.03064, -1.53846, -1.66648], [3.78147, -0.17221, -1.55703], [-2.76383, 3.29716, -2.45342], [1.42808, 4.19164, -1.95095], [-0.84633, 4.88805, -2.77886], [2.87843, 2.34303, -1.00577], [3.15773, -3.52435, -1.46436], [5.05373, -1.89610, -1.78525], [4.58768, 0.55997, -1.46910], [0.15855, -0.18165, -2.23458], [0.58140, 0.75679, 1.97548], [-2.45511, 0.84795, -1.09439], [-2.42471, -0.19816, -1.42339], [-3.46532, 1.27468, -1.17039], [0.57907, -2.72027, -0.71094], [-0.34542, -2.62914, -1.29433], [0.87484, -3.76533, -0.54704], [-1.97949, 0.83787, 0.74148], [0.21834, -1.94204, 0.97650], [1.45399, -2.86115, 1.98059], [1.14217, -2.83037, 3.03598], [1.51391, -3.90433, 1.63853], [2.43704, -2.38765, 1.88838], [-1.23449, -2.97409, 1.36318], [-0.94034, -4.02963, 1.42356], [-1.65068, -2.66192, 2.32670], [-2.00245, -2.85550, 0.59228], [-2.61254, 2.48400, 1.23922], [-3.64361, 2.60406, 0.88152], [-2.60388, 2.56460, 2.33526], [-1.99009, 3.28437, 0.82351], [-3.36105, -0.17978, 1.36660], [-3.32796, -0.22355, 2.46094], [-4.30930, 0.27795, 1.06140], [-3.31266, -1.20192, 0.98241], [1.63219, 1.37772, 0.32448], [2.15579, -0.06518, 1.44345], [-0.02157, 0.41653, 4.23983], [0.48735, 0.02008, 4.97730], [-0.88183, 0.65506, 4.64036]], "atomic_forces_ev_per_a": [[0.07, -0.30, 0.56], [0.63, 0.14, -0.86], [0.14, 0.17, 0.25], [-0.32, 0.58, 0.52], [-0.01, -0.06, 0.13], [0.18, 0.30, -0.25], [-0.10, -0.24, -0.36], [0.59, -0.05, 0.97], [-0.37, 0.27, -0.01], [0.66, 0.12, -0.85], [-0.61, 0.43, 0.36], [0.20, 0.40, -0.32], [-0.08, -0.24, 0.01], [0.35, -0.03, 0.31], [-0.36, -0.20, -0.07], [0.04, -0.41, 0.15], [-0.17, -0.12, 0.20], [-0.01, 0.34, 0.26], [-0.29, 0.05, 0.11], [-0.16, -0.34, 0.03], [-0.32, -0.35, 2.74], [-0.11, 0.47, -0.07], [0.24, -0.38, -0.34], [-0.25, 0.05, 0.13], [0.14, -0.30, 0.08], [-0.28, 0.42, -0.45], [-0.01, -0.28, 0.18], [-0.32, 0.19, -0.04], [-1.49, 0.39, -1.45], [0.70, -1.49, -0.85], [0.16, 0.14, 0.16], [0.16, -0.12, -0.22], [-0.08, 0.25, 0.24], [-0.21, -0.11, 0.01], [-0.33, -0.02, 0.21], [-0.14, 0.23, -0.04], [-0.06, -0.17, -0.09], [0.11, -0.08, 0.14], [0.06, 0.16, 0.08], [0.23, 0.07, 0.12], [-0.05, 0.07, -0.21], [-0.11, -0.10, 0.04], [-0.08, -0.18, 0.21], [-0.08, -0.03, -0.13], [0.15, -0.13, 0.07], [-0.02, 0.21, 0.06], [0.92, 1.22, -2.70], [0.94, -0.86, -0.08], [-0.48, -0.18, 1.69], [-0.20, 0.21, -0.44], [0.43, -0.09, -0.17]]}